1.
Below is a single C3H4F2O molecule, with properties calculated with wB97M-V/def2-TZVPD.

The geometry in XYZ format:
```
10
Properties=species:S:1:pos:R:3:nbo_charge:R:1
C 1.31 -1.13 1.21 -0.266
O 1.60 -0.25 0.07 -0.527
C 0.61 0.51 -0.57 0.005
C -0.65 0.49 -0.30 0.609
F -1.16 -0.50 0.52 -0.333
F -1.62 1.12 -1.11 -0.325
H 2.20 -1.79 1.43 0.211
H 0.47 -1.80 0.85 0.201
H 0.95 -0.31 2.01 0.196
H 1.01 1.14 -1.47 0.229
```

## Properties
- Net charge: 0
- E: -10655.4827 eV
- Relative energy (zero: lowest compared OMol25 entry of this formula, charge and spin): 57.1 kcal/mol
- SMILES string: COC=C(F)F
- Orbital gap: 10.164 eV

=====

2.
Below is a single C6H7NO molecule, with properties calculated with wB97M-V/def2-TZVPD.

The geometry in XYZ format:
```
15
Properties=species:S:1:pos:R:3:nbo_charge:R:1
C -0.60 1.94 0.07 -0.722
C -0.91 0.44 -0.38 0.262
N -1.99 -0.22 -0.12 -0.444
C -1.58 -1.56 0.08 -0.008
C -0.24 -1.89 0.00 -0.336
C 0.32 -0.42 -0.19 -0.233
C 1.62 0.20 -0.21 0.240
O 2.80 -0.51 0.03 -0.646
H -1.69 2.47 0.27 0.246
H -0.04 1.70 1.23 0.243
H 0.01 2.92 -0.53 0.251
H -2.39 -2.34 0.26 0.208
H 0.50 -2.65 -0.52 0.255
H 1.74 1.27 -0.20 0.206
H 2.45 -1.36 0.22 0.479
```

## Properties
- Net charge: 0
- E: -9868.0021 eV
- Relative energy (zero: lowest compared OMol25 entry of this formula, charge and spin): 107.4 kcal/mol
- SMILES string: CC1=NC=C/C1=C\O
- Orbital gap: 8.349 eV

=====

3.
Below is a single C7H7Cl3Si molecule, with properties calculated with wB97M-V/def2-TZVPD.

The geometry in XYZ format:
```
18
Properties=species:S:1:pos:R:3:nbo_charge:R:1
C -2.20 -1.47 -1.54 -0.623
C -1.16 -0.53 -0.81 0.038
C 0.10 -0.43 -1.44 -0.223
C 1.15 0.20 -0.71 -0.146
C 0.89 0.65 0.56 -0.604
Si 2.25 1.28 1.58 1.486
Cl 2.91 0.27 3.36 -0.370
Cl 3.88 1.78 0.47 -0.355
Cl 1.77 3.06 2.39 -0.366
C -0.38 0.54 1.13 -0.149
C -1.39 -0.04 0.45 -0.226
H -2.21 -2.46 -1.00 0.219
H -1.90 -1.66 -2.58 0.216
H -3.15 -1.10 -1.52 0.214
H 0.27 -1.15 -2.22 0.219
H 2.08 0.43 -1.17 0.227
H -0.59 0.95 2.11 0.225
H -2.32 -0.32 0.95 0.219
```

## Properties
- Net charge: 0
- E: -52821.5384 eV
- Relative energy (zero: lowest compared OMol25 entry of this formula, charge and spin): 15.6 kcal/mol
- SMILES string: Cc1ccc([Si](Cl)(Cl)Cl)cc1
- Orbital gap: 10.055 eV

=====

4.
Below is CH6O2 as an isolated structure, with properties calculated with wB97M-V/def2-TZVPD.

The geometry in XYZ format:
```
9
Properties=species:S:1:pos:R:3:nbo_charge:R:1
C 0.20 -0.53 -0.91 0.006
O 0.14 0.38 -1.71 -0.380
H -1.10 1.46 0.65 -0.013
H -0.67 -1.25 -0.81 0.182
H 1.06 -1.26 -1.11 0.168
H -1.34 1.81 0.02 0.009
H 0.90 0.08 2.07 0.481
H 0.39 -0.18 0.33 0.400
O 0.43 -0.51 1.47 -0.854
```

## Properties
- Net charge: 0
- E: -5224.5007 eV
- Relative energy (zero: lowest compared OMol25 entry of this formula, charge and spin): 101.2 kcal/mol
- Orbital gap: 8.712 eV

=====

Which largest force on an atom belongs to each record? In order, 0.08257 0.09267 0.07756 0.15928 Eh/bohr.